The following is a quantum chemistry calculation of a cluster of 2 separate species, C5H8N2O in total in a non-equilibrium geometry, from the OMol25 dataset.

LUMO level (eV): 0.383
Energy above the lowest of the compared OMol25 structures with the same formula, charge and spin (eV): 8.295
E (eV): -10334.4309
F_max (eV/Å): 9.56

Geometry as ORCA input:
```
! RIJCOSX wB97M-V def2-TZVPD def2/J DEFGRID3
* xyz 0 1
C -0.52 -0.96 0.45
C -0.98 0.17 -0.53
C -0.25 0.31 1.16
C 0.66 1.31 0.25
C 0.01 1.10 -1.02
H 1.59 -1.91 0.85
H -0.10 -2.81 -0.16
H -1.21 -1.48 1.07
H -1.61 -0.13 -1.47
H -0.05 0.61 2.22
H 0.96 2.35 0.46
H 1.53 -0.18 -1.30
H -0.41 1.87 -1.54
N 0.44 -1.90 0.01
N 1.37 0.81 -0.91
O -1.44 0.84 0.47
*
```